151
Properties=species:S:1:pos:R:3:forces:R:3:lowdin_charge:R:1 method="wB97M-V/def2-TZVPD" e_above_lowest_kcal_mol=248.9 spin_multiplicity=1 lumo_energy_ev=0.173 e_homo_ev=-7.09
C -6.041423 -3.872502 -0.198813 0.696 0.150 0.351 -0.1583
O -5.629480 -2.893120 0.739740 -0.684 -0.020 0.404 -0.1414
H -5.191673 -3.981563 -0.879694 -0.464 -0.445 -0.528 0.0564
H -6.297348 -4.840731 0.245363 0.248 -0.031 0.189 0.0726
H -6.950793 -3.550033 -0.701915 0.213 0.330 -0.173 0.0792
H -4.711784 -3.054659 1.024519 -0.237 0.117 -0.420 0.0186
C 2.755089 -0.889283 -3.927198 0.499 0.024 1.324 -0.1221
O 1.802311 -0.601977 -2.910403 -0.611 -0.181 -0.754 -0.2055
H 3.025440 -1.947737 -3.892975 -0.099 -0.094 -0.262 0.0659
H 2.374072 -0.619296 -4.908843 -0.010 0.022 -0.018 0.0715
H 3.671428 -0.338364 -3.701846 0.071 0.114 -0.385 0.0735
H 2.215863 -0.248178 -2.095118 0.848 -0.178 -0.123 0.0158
C -4.688215 2.508148 -0.214277 0.760 4.329 -5.277 -0.0949
C -4.564076 1.206069 -1.005468 -0.764 0.169 -0.523 -0.2563
O -4.038999 1.466950 -2.300738 0.340 0.272 0.108 -0.0638
H -3.711068 2.761266 0.190073 -0.510 0.396 -0.111 0.1018
H -5.370720 2.373312 0.662331 -0.994 13.662 -4.594 0.0436
H -5.059311 3.346231 -0.805163 0.291 -0.098 -0.774 0.1037
H -5.560602 0.770218 -1.150419 -0.091 -0.169 0.261 0.1319
H -3.937595 0.488771 -0.474545 -0.168 0.088 -0.169 0.0886
H -3.581538 0.668875 -2.591122 -0.041 -0.144 0.081 0.0340
C 2.685220 -1.135226 2.775713 -0.945 -0.436 -0.005 -0.0519
C 2.560554 -2.497672 2.054118 0.210 1.794 1.076 -0.2726
O 3.224923 -2.366754 0.802553 -0.128 -1.110 0.222 -0.0955
H 3.578396 -0.569526 2.530395 0.137 -0.648 0.129 0.0528
H 2.590771 -1.267765 3.853668 0.241 0.022 0.062 0.0806
H 1.817049 -0.526858 2.508890 0.183 0.211 -0.138 0.0559
H 1.481501 -2.643262 1.965267 0.075 -0.548 -0.375 0.0920
H 2.996330 -3.259641 2.701294 0.076 -0.276 -0.352 0.1168
H 3.543133 -3.245722 0.567538 -0.025 0.123 -0.306 0.0985
C -0.255168 0.349098 -0.936103 -0.467 -0.213 0.397 -0.0464
C -0.762659 -0.395336 0.295949 -0.426 0.354 -0.422 -0.2378
O -2.183279 -0.265161 0.429836 0.530 -0.080 -0.154 -0.1207
H -0.761047 -0.033455 -1.828840 0.247 0.436 0.805 0.0411
H 0.806449 0.136248 -1.046983 -0.180 0.252 0.097 0.0492
H -0.435067 1.422902 -0.899532 -0.063 -0.082 0.284 0.0808
H -0.336965 -0.026742 1.233364 0.457 -0.174 -0.101 0.0917
H -0.525642 -1.452033 0.132556 0.167 -0.058 0.373 0.0972
H -2.502035 -1.123026 0.757893 -0.295 -0.013 0.166 0.0507
C 2.608579 2.077863 0.736772 -0.684 1.780 0.928 -0.1284
C 3.455935 2.018002 1.986742 -1.130 2.168 0.702 -0.2667
O 2.675847 2.463769 3.107043 -0.003 -0.898 0.559 -0.0751
H 2.363465 3.084767 0.392090 -0.333 0.300 0.657 0.1168
H 1.687600 1.508606 0.884343 -0.269 0.170 0.195 0.0983
H 3.136305 1.688675 -0.109639 -0.711 2.236 1.270 -0.0174
H 4.268489 2.749241 1.952778 0.495 -0.519 -0.480 0.1282
H 3.796098 1.014183 2.213619 -0.026 0.490 0.090 0.0667
H 2.344046 3.356213 2.987380 0.125 0.060 -0.341 0.0882
C -3.496033 -2.087951 3.456185 0.522 -0.083 -0.026 -0.0519
C -2.837424 -3.182659 2.635893 -0.303 0.490 -0.388 -0.2654
O -2.940198 -2.836890 1.244556 0.304 -0.210 0.053 -0.1710
H -4.490572 -1.879813 3.063934 -0.156 -0.182 0.241 0.0773
H -2.948379 -1.144450 3.425271 0.125 -0.070 -0.129 0.0568
H -3.509242 -2.421972 4.494384 -0.332 0.154 0.038 0.0866
H -3.388460 -4.116832 2.786458 0.265 -0.110 0.144 0.1213
H -1.773218 -3.306722 2.849615 -0.095 -0.099 0.430 0.0994
H -2.572485 -3.611095 0.741350 -0.304 0.089 -0.014 0.0369
C -5.606593 1.603207 2.988446 0.130 0.985 0.172 -0.0639
C -4.825696 1.324668 1.727343 -0.868 -5.364 4.409 -0.3873
O -3.472731 1.723102 1.881833 -0.119 0.221 0.349 -0.1020
H -6.641197 1.263355 2.933404 0.128 -0.433 -0.116 0.0797
H -5.707496 2.678765 3.173949 0.256 0.116 0.116 0.0785
H -5.083786 1.157236 3.833653 -0.299 0.054 0.270 0.0581
H -5.297090 1.748420 0.768906 1.355 -13.717 5.681 -0.0413
H -4.891518 0.228628 1.661617 0.398 -0.258 -0.181 0.1205
H -2.917742 1.213318 1.264747 -0.208 -0.189 0.189 0.0561
C 2.671917 7.143384 -4.528056 0.216 -0.353 0.005 -0.0738
C 2.250922 6.445657 -3.252040 1.111 -0.111 0.821 -0.4330
C 1.723762 5.048497 -3.575174 -0.912 0.870 -0.182 -0.2189
O 1.451812 4.360522 -2.381321 0.166 -0.192 0.357 -0.1887
C 1.097856 3.007631 -2.556593 -0.293 -0.015 -0.960 -0.1017
N 3.387213 6.356761 -2.296278 0.226 -0.683 -0.563 0.0359
H 3.479326 6.591280 -5.020591 -0.149 -0.249 -0.029 0.0771
H 3.112641 8.121698 -4.342251 -0.489 0.204 0.043 0.0799
H 1.809603 7.153843 -5.195282 0.166 0.452 -0.189 0.0803
H 1.536206 7.063511 -2.703469 -0.510 -0.296 -0.343 0.1366
H 2.433957 4.520114 -4.222122 0.144 -0.161 0.135 0.1313
H 0.790510 5.189958 -4.137504 -0.030 -0.279 -0.155 0.1322
H 1.839408 2.480680 -3.166441 0.342 -0.164 0.391 0.0807
H 0.187600 2.870421 -3.154818 -0.259 0.357 0.156 0.0931
H 0.923216 2.547381 -1.590478 0.410 0.142 -0.027 0.0535
H 4.215020 6.099033 -2.835146 0.072 0.285 -0.026 0.0624
H 3.216772 5.493130 -1.781622 -0.074 0.285 0.429 0.0468
C -2.550851 0.349665 -5.262275 0.686 -0.933 -0.140 -0.0418
C -1.389035 0.203777 -4.279176 -0.694 -0.911 0.332 -0.4319
C -1.502782 -1.138206 -3.527165 0.119 -0.282 -0.309 -0.2126
O -2.718931 -1.198534 -2.793515 -0.052 0.059 -0.515 -0.1826
C -2.822070 -2.296971 -1.930676 -0.097 0.096 0.826 -0.0883
N -0.098815 0.311797 -4.944990 0.258 0.425 0.334 0.0611
H -3.519290 0.168087 -4.801365 -0.030 0.555 0.135 0.0731
H -2.444248 -0.498277 -5.950784 0.022 0.182 -0.300 0.0795
H -2.464511 1.271726 -5.830719 -0.294 0.087 0.126 0.0814
H -1.477987 0.940920 -3.475932 0.239 0.432 -0.330 0.1208
H -0.640441 -1.232051 -2.859108 -0.044 -0.303 -0.209 0.0878
H -1.445797 -1.985438 -4.224219 -0.127 0.001 -0.183 0.1326
H -3.850949 -2.376112 -1.576954 -0.053 0.183 -0.136 0.0898
H -2.216864 -2.115654 -1.034881 0.105 -0.247 -0.241 0.0559
H -2.552988 -3.267783 -2.360840 0.169 0.155 -0.445 0.0859
H 0.634266 0.239258 -4.239382 -0.245 0.134 -0.043 0.0225
H 0.084835 -0.448338 -5.590909 -0.432 -0.055 -0.092 0.0723
C 0.103216 -5.144145 1.043662 0.878 0.082 -0.429 -0.0350
C -0.591790 -4.724748 -0.246773 -0.206 -0.380 -0.022 -0.4048
C -0.011522 -5.452077 -1.465979 0.879 0.623 0.250 -0.1920
O 1.384501 -5.235426 -1.611845 0.205 -0.353 -0.291 -0.1892
C 1.709354 -4.065544 -2.368681 -0.444 -0.094 0.729 -0.0898
N -2.023785 -5.050736 -0.132414 -0.423 -0.246 -0.103 0.0444
H 0.177806 -6.231408 1.119795 -0.404 -0.042 0.175 0.0920
H -0.322695 -4.690609 1.935099 -0.308 -0.179 -0.013 0.0650
H 1.146090 -4.821854 1.018544 -0.036 0.098 -0.137 0.0661
H -0.493955 -3.640517 -0.349900 -0.059 -0.007 -0.159 0.1137
H -0.467128 -5.137299 -2.409373 -0.536 -0.071 0.128 0.1176
H -0.189300 -6.514878 -1.287462 0.182 -0.123 -0.251 0.1299
H 2.767913 -4.077522 -2.614905 0.043 -0.178 0.132 0.0860
H 1.490508 -3.195117 -1.746612 0.089 0.320 -0.292 0.0768
H 1.136510 -4.011463 -3.297755 -0.079 -0.024 -0.027 0.0891
H -2.156200 -5.990517 0.233133 0.248 0.104 0.354 0.1027
H -2.491079 -5.119666 -1.033678 0.181 0.438 -0.132 0.0840
C -0.214636 1.489092 3.831954 0.974 -0.231 0.299 -0.0586
C -1.198066 0.880926 4.826202 -0.439 1.378 0.042 -0.4196
C -0.702689 1.058967 6.281694 0.303 -0.392 -1.002 -0.1880
O 0.534512 0.394021 6.476717 0.116 0.203 0.729 -0.1876
C 0.430423 -1.005011 6.480179 0.237 -0.180 -1.258 -0.1250
N -2.496237 1.550256 4.729750 -0.768 -0.549 -0.103 0.0451
H 0.733108 0.943318 3.848920 -0.042 0.061 -0.132 0.0514
H 0.058234 2.511726 4.107214 -0.162 0.018 0.222 0.0821
H -0.569890 1.561205 2.803209 -0.322 -0.317 0.060 0.0654
H -1.347247 -0.174252 4.589617 -0.053 -0.054 0.156 0.1106
H -1.434822 0.721944 7.019941 -0.185 -0.090 -0.167 0.1198
H -0.522692 2.123877 6.434363 0.080 0.003 0.113 0.1259
H -0.535995 -1.381079 6.826042 0.093 0.097 0.474 0.0909
H 1.288039 -1.439754 6.991664 -0.212 0.135 0.446 0.0874
H 0.524680 -1.369836 5.445875 -0.107 -0.100 -0.078 0.0669
H -2.941571 1.284341 3.852726 0.068 -0.004 0.114 0.0219
H -2.427785 2.556521 4.621079 0.431 0.031 0.247 0.0795
C 4.493445 2.153387 -1.365440 1.577 0.592 -1.153 -0.0455
C 4.690691 0.685107 -0.997388 -1.238 -0.496 0.905 -0.3063
C 5.599668 0.515435 0.229570 0.150 0.331 0.298 -0.1989
O 6.924714 0.890959 -0.055546 0.100 0.133 -0.448 -0.1698
C 7.815189 0.802309 1.027998 0.369 0.011 -0.046 -0.1097
N 3.334898 0.098435 -0.654516 -0.266 -2.045 0.050 0.0019
H 5.436171 2.639561 -1.633416 0.212 -0.258 0.353 0.0969
H 4.048886 2.692424 -0.544552 0.858 0.682 -0.612 0.0484
H 3.903824 2.333107 -2.264401 -0.445 -0.449 0.131 0.0784
H 5.060595 0.092384 -1.834826 0.152 0.191 -0.011 0.1325
H 5.579347 -0.485489 0.680684 -0.119 -0.335 -0.518 0.1291
H 5.193614 1.147092 1.020161 0.323 0.192 -0.140 0.0829
H 7.983994 -0.230822 1.348561 -0.284 -0.089 0.104 0.0871
H 7.516978 1.418648 1.880879 -0.238 -0.062 0.053 0.0898
H 8.785339 1.170500 0.695514 -0.084 0.084 -0.153 0.0876
H 3.455166 -0.789406 -0.154661 0.090 0.115 -0.675 0.0547
H 2.711916 0.676191 0.007688 1.607 -3.290 -2.069 0.0211